Formula: C27H44BrEuNOP2S
Source: the OMol25 dataset
Level of theory: wB97M-V/def2-TZVPD

```
78
Properties=species:S:1:pos:R:3:forces:R:3
Eu 0.2995 -0.0003 0.5321 0.1 -0.5 0.1
Br 7.3063 -1.7784 2.5151 -0.1 0.0 0.0
S 1.6572 2.4971 1.3336 0.9 1.2 0.6
P -2.3828 0.3684 -0.6747 -0.8 -0.1 -0.2
P 1.2973 -0.0072 -2.2514 0.4 -0.1 -0.5
O 2.9213 3.2678 1.5327 -1.1 -0.9 -0.4
N -3.6987 -4.3865 0.9053 -1.5 -0.5 0.2
C 0.3782 3.6047 0.6998 -0.2 0.0 -0.1
C 0.9598 2.1478 2.9757 0.2 0.0 0.0
C -4.4106 -1.4101 -1.7303 -0.4 -0.3 -0.3
C 0.1744 -2.6896 1.0619 -0.6 -0.9 0.5
C 2.7451 -2.2261 1.5792 0.8 0.3 0.1
C 5.4724 -1.9532 2.1526 -0.3 -0.3 0.0
C 1.3549 -2.3665 1.2582 -0.9 0.2 -0.3
C 3.7979 0.9080 -3.3936 0.4 0.2 -0.3
C -2.8926 1.9385 -1.5060 0.4 0.0 0.1
C 2.4310 -2.1940 -3.7306 0.3 -0.4 -0.3
C -1.1567 -3.2430 0.9988 2.8 1.7 -0.2
C 0.2192 0.0483 -3.7490 -0.3 0.1 0.3
C 0.8485 0.5125 -5.0562 0.0 0.0 -0.5
C -4.1173 1.8991 -2.4098 -0.4 0.2 -0.2
C 3.4488 -1.0511 1.2199 -0.1 -0.5 0.1
C 3.4417 -3.2573 2.2460 -0.2 0.2 -0.1
C 4.7958 -3.1210 2.5420 -0.2 0.3 -0.2
C -4.8876 0.8401 0.6505 -0.7 0.0 0.3
C 2.1721 -1.6345 -2.3364 -0.1 0.0 0.1
C -3.5086 0.2086 0.7793 0.2 0.2 0.1
C 2.5859 1.2835 -2.5494 -0.1 0.0 0.3
C -2.8398 -4.5895 -0.0956 -0.5 0.0 0.2
C -1.5602 -4.0212 -0.1055 0.7 -0.2 -0.4
C -3.3285 -3.6696 1.9677 -0.6 -0.5 -0.6
C 4.8074 -0.9253 1.4810 -0.3 -0.1 0.1
C -2.9573 -0.9582 -1.8259 0.3 -0.1 -0.1
C -2.0720 -3.0623 2.0596 0.5 0.3 0.6
H -2.9713 0.6650 1.6277 -0.2 -0.1 -0.1
H -3.1590 -5.2275 -0.9268 0.0 0.2 0.3
H 1.5070 -2.3215 -4.3048 0.2 0.0 0.1
H 1.5473 -2.3395 -1.7622 0.2 0.1 -0.1
H 2.8871 -4.1632 2.5135 0.4 0.3 0.0
H 0.5419 4.6057 1.1160 0.0 -0.2 -0.1
H -2.0082 2.2462 -2.0884 -0.3 0.1 0.1
H -3.5970 -0.8616 1.0071 0.1 0.1 0.0
H 0.4458 3.6182 -0.3993 0.1 0.1 0.4
H 2.9186 1.5960 -1.5445 0.0 0.0 -0.3
H 3.1190 -1.5339 -1.7850 -0.3 0.0 0.0
H -0.6142 3.2376 1.0005 0.2 0.1 -0.1
H -4.6467 -1.8640 -0.7591 0.0 0.2 -0.2
H 1.0220 3.0494 3.6028 0.0 -0.3 -0.2
H -0.0883 1.8359 2.8794 0.1 0.0 0.1
H -2.2957 -1.8193 -1.6336 -0.1 0.1 -0.2
H 3.5414 0.7221 -4.4453 0.0 0.0 0.4
H -2.7391 -0.6090 -2.8468 0.1 -0.1 0.3
H 2.0691 2.1474 -2.9930 0.1 -0.1 0.2
H -5.1332 -0.6091 -1.9354 0.3 -0.2 0.1
H -4.2448 2.8819 -2.8815 0.1 -0.2 0.0
H -0.2187 -0.9529 -3.8672 0.0 0.2 0.1
H 2.9440 -0.2229 0.6945 0.3 -0.3 0.1
H 1.5690 1.3391 3.4089 -0.2 0.3 0.0
H -0.6049 0.7282 -3.4736 0.1 -0.2 -0.2
H -5.4323 0.7296 1.5975 0.2 0.1 -0.2
H 1.6006 -0.1880 -5.4456 -0.2 0.2 0.2
H 3.1244 -1.5786 -4.3166 -0.3 -0.1 0.2
H -4.0192 1.1626 -3.2160 0.0 0.2 0.2
H -1.7917 -2.5038 2.9527 -0.1 -0.2 -0.2
H 0.0615 0.5806 -5.8209 0.2 0.0 0.2
H -5.5119 0.3552 -0.1097 0.3 0.2 0.2
H 4.5061 1.7499 -3.3901 -0.2 -0.3 0.0
H 4.3297 0.0339 -3.0009 -0.1 0.2 -0.1
H -5.0474 1.7028 -1.8602 0.4 0.0 -0.2
H -4.0477 -3.5693 2.7859 0.2 -0.1 -0.3
H -4.6009 -2.1802 -2.4914 0.1 0.1 0.2
H 2.8984 -3.1841 -3.6393 -0.2 0.2 0.0
H -4.8411 1.9124 0.4280 0.0 -0.3 0.1
H 5.3144 -3.9231 3.0625 0.0 0.2 -0.1
H -0.8721 -4.2322 -0.9241 -0.2 0.1 0.2
H 1.3070 1.5050 -4.9698 -0.1 -0.2 0.0
H -3.0300 2.6835 -0.7100 0.1 -0.1 -0.2
H 5.3362 -0.0380 1.1560 0.1 -0.1 0.1
```
Positions in Å, forces in eV/Å.

Properties
HOMO level (alpha / beta), eV: -11.45 / -12.77
Total charge: +2
HOMO-LUMO gap (alpha / beta), eV: 5.8 / 3.0
Multiplicity: 8
DFT total energy, hartree: -5549.62162


Formula: C23H52CeO3P4Se
Source: the OMol25 dataset
Level of theory: wB97M-V/def2-TZVPD

```
84
Properties=species:S:1:pos:R:3:forces:R:3
Ce 0.6305 0.1924 -0.5621 -2.2 1.3 2.0
Se 0.3442 0.7967 -3.2177 1.1 0.8 -1.5
P 2.2295 -0.3431 2.4158 1.4 0.4 2.7
P -2.0265 -1.0874 -1.9310 -0.7 0.1 -1.1
P 1.1166 -2.7580 -0.7341 0.3 -0.9 -0.4
P -1.6364 -0.7361 1.2428 -0.6 -0.2 1.4
O 0.3796 1.8751 0.6792 0.2 -1.7 -1.4
O 2.2313 0.9070 3.4004 -0.6 -1.9 -2.2
O 3.1027 -1.4757 3.1510 -1.3 2.0 -1.8
C 1.0556 3.4137 -3.8536 -0.3 1.4 -0.6
C 2.3124 -3.4819 0.4561 -0.1 0.4 0.1
C -3.3368 0.1611 -2.2597 -0.1 0.3 0.1
C 1.9656 2.2884 5.3410 0.0 0.1 0.1
C 2.0658 -2.8245 -2.3145 0.0 0.3 0.1
C -0.3771 3.7133 2.0712 -0.3 0.0 0.1
C -1.2421 -0.1215 2.9276 0.3 0.4 0.2
C -1.6703 -1.5682 -3.6748 0.3 0.2 -0.2
C 3.3325 -3.6009 4.2529 -0.4 -0.5 -0.1
C 1.2649 4.4253 -4.7816 -0.1 -0.7 1.3
C 0.7538 3.1190 1.2619 0.4 0.5 0.2
C 1.8055 1.7666 -5.5013 0.3 0.0 -1.7
C 2.0203 2.7827 -6.4380 -0.4 -1.0 1.9
C 1.1835 2.0915 -4.3002 -0.2 -0.8 2.0
C -2.0762 -2.4240 1.7983 0.3 -0.4 -0.2
C -3.1402 -2.5023 -1.5515 0.2 -0.3 0.3
C -0.0702 -4.1405 -0.9493 -0.1 0.2 0.2
C 2.5478 -2.3220 4.2170 0.2 -0.4 1.0
C -3.2829 3.3603 -0.9986 0.6 0.3 -1.6
C -2.6566 3.6015 -2.1833 -0.5 0.0 1.8
C 2.1894 0.8811 4.8767 0.6 -0.2 0.9
C 1.7103 4.0954 -6.0566 0.1 0.6 -1.2
C -3.3554 -0.0868 1.2844 -0.1 0.4 -0.4
H -4.1652 0.0355 -1.5475 0.3 0.1 -0.2
H 1.8049 2.2776 6.4251 0.0 0.0 -0.2
H -0.7705 -4.1564 -0.1052 0.2 -0.1 -0.2
H 1.7908 -3.7348 1.3881 0.1 0.0 -0.2
H -0.5327 3.1561 3.0030 -0.1 0.0 -0.2
H 0.7334 3.6233 -2.8316 0.0 0.0 -0.4
H 2.6318 -1.7616 5.1585 0.0 -0.2 -0.3
H -0.6376 -4.0169 -1.8777 0.2 0.0 0.2
H 1.8238 4.8927 -6.8011 0.0 -0.3 0.3
H 3.0917 -2.7469 0.6930 0.0 -0.3 -0.1
H -2.1582 -0.2479 3.5274 0.6 0.1 0.0
H -1.3089 3.7466 1.4862 0.3 -0.1 0.2
H 1.0583 3.8283 0.4770 -0.1 -0.3 0.0
H 1.0856 2.7158 4.8579 0.0 0.0 0.1
H -1.1725 -3.0341 1.9124 -0.2 -0.1 0.1
H 2.4017 2.5252 -7.3945 0.3 0.1 -0.7
H 4.3755 -3.4220 4.5098 0.0 0.0 0.0
H 1.4963 -2.4810 3.9886 -0.2 -0.1 0.0
H 3.1593 0.4805 5.2306 -0.5 0.2 -0.2
H 2.2334 0.6620 0.2231 1.5 0.1 0.3
H -4.0742 -0.7387 0.7763 0.2 0.2 0.0
H 1.0767 5.4375 -4.4739 0.1 0.3 -0.2
H 2.0822 0.7277 -5.6998 -0.3 0.4 -0.1
H -3.7236 -0.0160 -3.2744 0.0 0.1 0.3
H -4.1600 2.7062 -0.9257 0.4 0.2 0.0
H 2.7248 -3.7006 -2.2954 -0.1 0.2 -0.2
H -2.7714 -2.9131 1.1071 0.3 0.0 0.2
H 1.6495 2.9528 1.8875 -0.4 0.0 -0.2
H -3.6245 -0.0473 2.3497 -0.1 0.0 -0.5
H -2.5627 -3.3809 -1.2510 -0.3 0.1 -0.1
H -3.3929 0.9207 0.8588 -0.2 -0.1 0.1
H 2.7696 -4.3809 0.0305 -0.1 0.1 0.1
H -0.4326 -0.7055 3.3867 -0.1 0.1 0.0
H -2.9740 1.1920 -2.1836 -0.1 -0.4 -0.1
H 1.3704 0.2119 5.1734 0.2 0.2 -0.2
H 0.4677 -5.0938 -0.9834 0.0 0.2 0.0
H -1.1667 -0.7376 -4.2058 -0.6 -0.8 0.1
H -2.9439 3.1309 -3.1187 -0.1 0.1 0.1
H -1.8449 4.3358 -2.2124 -0.3 -0.3 -0.1
H 3.2688 -4.1220 3.2807 0.1 0.2 0.5
H 2.8425 2.8991 5.1296 -0.1 0.1 0.0
H 1.3796 -2.8784 -3.1690 0.2 0.0 0.2
H 2.8798 -4.2420 5.0287 0.3 0.2 -0.3
H -0.9650 0.9389 2.8932 0.0 -0.2 0.1
H -0.1506 4.7402 2.3582 0.1 0.0 0.0
H -3.6828 -2.7345 -2.4770 0.1 0.1 0.3
H -1.0051 -2.4400 -3.7026 -0.2 0.1 -0.1
H -2.9619 3.8811 -0.0973 -0.2 -0.1 -0.2
H -3.8675 -2.2561 -0.7719 0.2 -0.1 -0.2
H 2.6757 -1.9162 -2.4303 0.0 -0.3 0.0
H -2.5655 -2.3100 2.7779 0.1 -0.2 -0.4
H -2.6294 -1.8016 -4.1578 0.4 0.0 0.0
```
Positions in Å, forces in eV/Å.

Properties
HOMO level (alpha / beta), eV: -16.65 / -16.66
Total charge: +3
HOMO-LUMO gap (alpha / beta), eV: 6.1 / 5.5
Multiplicity: 2
DFT total energy, hartree: -5374.17557


Formula: C19H12N4O8Re
Source: the OMol25 dataset
Level of theory: wB97M-V/def2-TZVPD

```
44
Properties=species:S:1:pos:R:3:forces:R:3
Re -0.4049 0.3792 0.3502 -0.2 -0.2 -0.5
O 3.0111 -0.2759 5.6565 0.0 0.0 0.0
O 0.4855 2.0652 0.8772 -0.2 -0.2 -0.1
O -0.0466 -2.7132 1.3218 0.0 -0.1 0.0
O 1.1552 0.4372 -1.0693 0.0 -0.1 0.1
O -0.7723 -2.9686 3.4436 -0.1 0.0 0.0
O -0.6898 -1.3693 -0.3296 0.2 0.4 0.4
O -1.5403 1.3026 -0.9565 0.0 -0.1 0.1
O 2.0558 3.1427 2.0561 0.0 0.0 -0.1
N -1.0980 -3.6651 -0.5173 0.0 0.1 0.0
N 0.8115 -0.1492 2.1535 0.0 0.0 0.0
N -1.9630 -0.0279 1.7413 0.0 0.0 0.1
N -4.5818 -3.6155 0.2416 0.0 -0.1 0.0
C 1.4077 2.1622 1.8072 0.1 0.1 0.1
C 2.2735 -0.2631 4.5348 0.0 0.0 0.0
C -0.0193 1.5002 -2.8514 0.0 0.0 -0.2
C 2.3069 0.8721 3.7384 0.0 0.0 0.0
C -1.2620 1.6663 -2.1989 0.0 0.0 0.1
C 2.4369 0.7746 -2.9702 0.0 0.0 0.0
C -3.6431 -3.0316 0.5707 0.0 0.3 0.1
C 0.1017 1.9492 -4.1876 0.0 0.0 0.0
C 0.7515 -1.2228 2.9611 -0.1 0.1 0.0
C 1.5478 0.8874 2.5940 0.0 -0.1 0.0
C -2.3215 2.2635 -2.9018 0.0 0.0 0.0
C 1.4492 -1.3111 4.1477 0.0 0.0 0.0
C -0.1478 -2.3806 2.6122 0.1 -0.1 -0.1
C 1.1366 0.8917 -2.2281 0.0 0.0 0.1
C -2.4678 -1.0608 1.4751 0.0 0.2 0.0
C -2.1679 2.6837 -4.1977 0.0 0.0 -0.1
C -2.4943 -2.3141 0.9641 0.0 -0.3 -0.1
C -1.1336 -2.5636 0.3516 -0.1 0.1 0.0
C -0.9413 2.5294 -4.8579 -0.1 0.0 0.0
H -2.0139 -3.9973 -0.7842 0.0 0.0 0.0
H 3.1611 0.2902 -2.3228 0.0 0.0 0.0
H 2.3085 0.1838 -3.8776 0.0 0.0 0.0
H -0.5314 -3.4706 -1.3300 0.0 0.0 0.0
H 2.8042 1.7603 -3.2561 0.0 0.0 0.0
H 1.3201 -2.1986 4.7536 0.0 0.0 0.0
H 2.8765 -1.0995 6.1401 0.0 0.0 0.0
H 1.0450 1.8324 -4.7013 0.0 0.0 0.0
H 2.8747 1.7502 4.0095 0.0 0.0 0.0
H -0.8161 2.8612 -5.8787 0.0 0.0 0.0
H -3.0054 3.1390 -4.7106 0.0 0.0 0.0
H -3.2590 2.3741 -2.3746 0.0 0.0 0.0
```
Positions in Å, forces in eV/Å.

Properties
HOMO level (alpha / beta), eV: -8.15 / -8.13
HOMO-LUMO gap (alpha / beta), eV: 6.7 / 6.9
Multiplicity: 2
DFT total energy, hartree: -1630.49563